one) C33H66O33 | ωB97M-V with the def2-TZVPD basis set

Results
SMILES: COC(=O)OC.COC(=O)OC.COC(=O)OC.COC(=O)OC.COC(=O)OC.COC(=O)OC.COC(=O)OC.COC(=O)OC.COC(=O)OC.COC(=O)OC.COC(=O)OC
Frontier orbital gap (eV): 10.889
Charge: 0
HOMO (eV): -10.43

Each line ends with the Mulliken charge.
Positions of all 132 atoms, in Å:
C: -5.281 7.671 29.616  -0.774
O: -3.887 7.397 29.644  -0.040
C: -3.206 7.914 30.641  0.375
O: -3.669 8.314 31.668  -0.578
O: -1.949 7.935 30.310  0.069
C: -1.057 8.282 31.326  -0.843
H: -5.507 8.117 28.664  0.040
H: -5.550 8.257 30.453  0.620
H: -5.789 6.722 29.504  0.247
H: -0.069 8.079 30.855  0.123
H: -1.144 7.662 32.211  0.362
H: -1.097 9.336 31.601  0.285
C: -3.441 3.520 30.076  -0.590
O: -4.627 3.964 29.451  -0.400
C: -4.493 4.139 28.137  0.927
O: -3.546 3.868 27.487  -0.512
O: -5.653 4.582 27.671  -0.364
C: -5.762 4.435 26.216  -0.382
H: -3.770 3.410 31.096  0.294
H: -2.701 4.350 30.052  0.170
H: -3.016 2.617 29.623  0.285
H: -5.808 3.374 25.952  0.370
H: -4.829 4.810 25.866  -0.002
H: -6.649 5.029 25.977  0.266
C: -6.488 8.647 23.262  0.133
O: -7.022 8.317 22.006  -0.448
C: -8.362 8.417 21.805  0.968
O: -9.194 8.627 22.599  -0.581
O: -8.535 8.220 20.498  -0.334
C: -9.879 8.176 20.127  -0.510
H: -6.567 7.851 24.020  0.388
H: -7.060 9.475 23.721  -0.002
H: -5.458 8.887 23.109  -0.286
H: -9.875 7.789 19.088  0.244
H: -10.180 9.190 20.165  0.066
H: -10.502 7.578 20.805  0.313
C: 2.077 2.435 29.769  -0.649
O: 2.627 3.712 29.189  -0.376
C: 1.773 4.591 28.697  0.826
O: 0.603 4.521 28.426  -0.362
O: 2.461 5.669 28.550  -0.383
C: 1.884 6.803 27.970  -0.196
H: 1.727 1.870 28.904  0.282
H: 1.287 2.668 30.481  0.284
H: 2.997 2.071 30.197  0.241
H: 1.596 6.619 26.960  0.056
H: 2.705 7.526 27.886  0.263
H: 1.047 7.139 28.600  0.030
C: -5.833 12.122 21.405  -0.668
O: -7.082 11.554 20.940  -0.210
C: -8.081 12.403 20.806  0.731
O: -8.004 13.584 21.007  -0.599
O: -9.207 11.775 20.468  -0.131
C: -10.267 12.513 19.828  -0.848
H: -6.074 12.518 22.371  0.332
H: -5.573 12.917 20.695  0.403
H: -5.184 11.257 21.414  0.112
H: -10.087 12.433 18.752  0.309
H: -10.288 13.555 20.194  0.370
H: -11.122 11.897 19.988  0.227
C: -4.849 10.736 33.392  -0.602
O: -4.085 11.170 32.265  -0.370
C: -4.536 10.969 31.056  0.919
O: -5.653 10.598 30.811  -0.599
O: -3.507 11.121 30.254  -0.346
C: -3.785 11.468 28.863  -0.581
H: -4.442 11.295 34.252  0.266
H: -4.868 9.644 33.453  0.251
H: -5.970 11.028 33.345  0.243
H: -4.055 12.449 28.636  0.473
H: -4.681 10.847 28.655  0.122
H: -2.917 11.080 28.391  0.267
C: -4.523 10.321 25.250  0.803
O: -4.314 9.008 25.838  -0.310
C: -3.104 8.612 26.097  0.978
O: -2.065 9.276 25.889  -0.550
O: -3.156 7.339 26.516  0.470
C: -1.986 6.717 26.877  -0.928
H: -3.925 11.080 25.761  0.478
H: -5.627 10.510 25.338  -0.240
H: -4.201 10.303 24.193  -0.821
H: -2.196 5.677 26.711  -0.339
H: -1.873 6.814 27.938  0.163
H: -1.101 7.058 26.367  0.485
C: -1.399 6.091 23.452  0.480
O: -2.652 5.344 23.506  -0.287
C: -3.747 5.810 22.929  0.757
O: -3.931 6.954 22.564  -0.437
O: -4.598 4.817 22.939  -0.350
C: -5.872 5.009 22.477  -0.323
H: -1.619 7.158 23.595  -0.227
H: -0.928 5.967 22.479  0.393
H: -0.896 5.639 24.308  -0.582
H: -6.135 6.101 22.602  -0.053
H: -6.447 4.394 23.116  0.310
H: -5.977 4.770 21.423  0.320
C: -0.294 3.117 25.944  -0.542
O: 0.674 4.183 25.598  0.091
C: 1.814 4.035 24.925  0.672
O: 2.328 3.037 24.520  -0.601
O: 2.320 5.260 24.812  -0.219
C: 3.548 5.315 24.135  -0.809
H: -0.065 2.318 25.254  0.448
H: -1.234 3.619 25.820  0.037
H: -0.223 2.942 27.035  0.109
H: 4.202 4.559 24.549  0.343
H: 3.859 6.349 24.335  0.214
H: 3.398 5.173 23.075  0.291
C: -2.514 9.655 21.919  0.006
O: -1.616 10.360 22.742  -0.310
C: -2.055 11.470 23.244  0.796
O: -3.074 12.038 22.885  -0.533
O: -1.279 11.930 24.220  -0.364
C: -0.002 11.335 24.495  -0.482
H: -2.050 8.712 21.557  0.161
H: -2.727 10.282 21.057  0.452
H: -3.373 9.441 22.538  -0.559
H: -0.164 10.399 25.085  0.085
H: 0.501 12.076 25.070  0.269
H: 0.519 11.149 23.518  0.287
C: -9.183 11.710 23.587  -0.256
O: -9.385 11.546 24.984  -0.354
C: -8.493 12.049 25.771  0.953
O: -7.459 12.592 25.437  -0.625
O: -8.846 11.875 27.014  -0.468
C: -7.972 12.200 28.108  -0.432
H: -9.976 11.135 23.079  0.212
H: -8.236 11.293 23.260  -0.228
H: -9.170 12.776 23.305  0.493
H: -7.130 11.516 28.078  0.118
H: -8.583 12.127 28.954  0.235
H: -7.687 13.221 27.885  0.332

two) C33H66O33 | ωB97M-V with the def2-TZVPD basis set

Results
SMILES: COC(=O)OC.COC(=O)OC.COC(=O)OC.COC(=O)OC.COC(=O)OC.COC(=O)OC.COC(=O)OC.COC(=O)OC.COC(=O)OC.COC(=O)OC.COC(=O)OC
Frontier orbital gap (eV): 10.562
Charge: 0
HOMO (eV): -10.53

Each line ends with the Mulliken charge.
Positions of all 132 atoms, in Å:
C: 1.648 1.897 -3.228  -0.657
O: 1.245 0.711 -2.523  -0.313
C: 1.727 0.557 -1.296  0.834
O: 2.756 1.043 -0.853  -0.597
O: 0.964 -0.244 -0.731  -0.274
C: 1.334 -0.700 0.607  -0.701
H: 2.686 1.720 -3.510  0.299
H: 1.662 2.845 -2.690  0.306
H: 0.968 2.001 -4.073  0.232
H: 0.685 -1.490 0.985  0.267
H: 1.230 0.086 1.355  0.297
H: 2.344 -1.078 0.764  0.307
C: 0.686 6.852 2.395  -0.698
O: -0.315 7.771 2.023  -0.308
C: -0.990 8.458 2.878  0.833
O: -0.950 8.288 4.067  -0.565
O: -1.793 9.285 2.184  -0.302
C: -2.736 10.053 2.799  -0.674
H: 0.632 6.078 1.629  0.263
H: 0.443 6.316 3.312  0.325
H: 1.748 7.099 2.402  0.292
H: -2.428 11.098 2.842  0.250
H: -2.947 9.700 3.809  0.346
H: -3.688 9.958 2.276  0.240
C: -3.992 -0.415 -9.389  -0.600
O: -5.246 -1.067 -9.103  -0.316
C: -6.401 -0.370 -9.033  0.741
O: -6.484 0.784 -9.105  -0.494
O: -7.391 -1.238 -8.745  -0.302
C: -8.738 -0.917 -8.850  -0.677
H: -3.504 -1.129 -10.052  0.216
H: -3.559 -0.288 -8.396  0.252
H: -4.102 0.544 -9.895  0.322
H: -9.177 -1.892 -9.059  0.261
H: -8.958 -0.393 -9.780  0.327
H: -9.168 -0.417 -7.981  0.270
C: -2.879 -8.160 -0.437  -0.548
O: -2.546 -9.527 -0.635  -0.328
C: -2.860 -10.549 0.217  0.819
O: -3.611 -10.466 1.220  -0.594
O: -2.219 -11.633 -0.173  -0.279
C: -2.349 -12.695 0.698  -0.652
H: -2.424 -7.584 -1.242  0.199
H: -2.521 -7.944 0.570  0.271
H: -3.959 -8.010 -0.452  0.281
H: -1.999 -12.483 1.708  0.267
H: -1.783 -13.576 0.396  0.266
H: -3.371 -12.940 0.988  0.298
C: 5.644 -2.283 9.107  -0.641
O: 6.478 -1.878 8.075  -0.287
C: 6.148 -2.011 6.756  0.761
O: 5.157 -2.580 6.304  -0.574
O: 6.960 -1.304 6.036  -0.289
C: 6.540 -0.786 4.771  -0.734
H: 5.909 -1.705 9.992  0.246
H: 5.614 -3.362 9.258  0.274
H: 4.638 -1.933 8.875  0.307
H: 7.365 -0.084 4.650  0.299
H: 5.726 -0.062 4.753  0.335
H: 6.474 -1.342 3.836  0.300
C: -1.264 -2.803 8.785  -0.671
O: -1.456 -1.514 9.367  -0.285
C: -2.599 -1.415 10.064  0.792
O: -3.632 -2.054 9.909  -0.553
O: -2.461 -0.410 10.925  -0.323
C: -3.669 0.169 11.464  -0.571
H: -1.665 -3.625 9.378  0.303
H: -0.234 -3.123 8.626  0.288
H: -1.804 -2.917 7.845  0.256
H: -4.106 -0.677 11.995  0.280
H: -4.261 0.454 10.594  0.279
H: -3.480 1.005 12.137  0.206
C: -3.681 4.840 -2.744  -0.695
O: -3.811 3.627 -1.938  -0.296
C: -3.879 2.483 -2.610  0.814
O: -3.800 2.433 -3.825  -0.594
O: -3.983 1.472 -1.811  -0.267
C: -4.531 0.305 -2.367  -0.671
H: -4.057 5.727 -2.234  0.276
H: -4.277 4.782 -3.654  0.311
H: -2.698 4.998 -3.186  0.290
H: -4.889 -0.445 -1.661  0.233
H: -3.682 -0.115 -2.906  0.290
H: -5.246 0.533 -3.158  0.311
C: -5.399 -2.834 4.402  -0.658
O: -4.643 -1.723 4.042  -0.270
C: -4.962 -0.477 4.355  0.750
O: -6.130 -0.116 4.830  -0.614
O: -3.959 0.259 3.874  -0.253
C: -3.927 1.691 3.959  -0.656
H: -6.217 -2.659 5.102  0.342
H: -4.696 -3.580 4.771  0.237
H: -5.884 -3.251 3.519  0.262
H: -3.821 2.095 4.965  0.296
H: -4.836 2.137 3.553  0.303
H: -3.141 2.132 3.346  0.260
C: 2.873 6.572 -10.055  -0.650
O: 2.986 6.771 -8.638  -0.267
C: 2.628 7.968 -8.103  0.736
O: 2.326 8.992 -8.756  -0.570
O: 2.661 7.818 -6.750  -0.288
C: 2.324 8.831 -5.766  -0.638
H: 1.833 6.560 -10.382  0.299
H: 3.201 5.559 -10.290  0.249
H: 3.434 7.268 -10.679  0.291
H: 2.576 9.816 -6.160  0.301
H: 2.863 8.581 -4.853  0.249
H: 1.350 8.889 -5.279  0.289
C: 2.323 -7.677 3.074  -0.654
O: 1.156 -7.629 3.827  -0.319
C: 0.645 -8.669 4.467  0.834
O: 1.136 -9.790 4.460  -0.602
O: -0.367 -8.322 5.160  -0.290
C: -1.235 -9.224 5.822  -0.678
H: 2.176 -7.193 2.108  0.243
H: 2.633 -8.687 2.808  0.335
H: 3.116 -7.218 3.664  0.257
H: -1.704 -10.038 5.269  0.284
H: -2.042 -8.592 6.192  0.276
H: -0.896 -9.615 6.780  0.311
C: 12.783 3.324 -8.731  -0.679
O: 12.007 3.458 -7.469  -0.304
C: 10.662 3.548 -7.590  0.813
O: 10.027 3.301 -8.622  -0.577
O: 10.149 3.974 -6.405  -0.303
C: 8.775 4.328 -6.244  -0.626
H: 13.668 2.720 -8.535  0.274
H: 12.958 4.249 -9.280  0.287
H: 12.231 2.722 -9.453  0.311
H: 8.214 4.136 -7.159  0.325
H: 8.719 5.400 -6.055  0.241
H: 8.270 3.857 -5.401  0.237

three) C33H66O33 | ωB97M-V with the def2-TZVPD basis set

Results
SMILES: COC(=O)OC.COC(=O)OC.COC(=O)OC.COC(=O)OC.COC(=O)OC.COC(=O)OC.COC(=O)OC.COC(=O)OC.COC(=O)OC.COC(=O)OC.COC(=O)OC
Frontier orbital gap (eV): 10.834
Charge: 0
HOMO (eV): -10.34

Each line ends with the Mulliken charge.
Positions of all 132 atoms, in Å:
C: -2.468 0.184 7.351  -0.569
O: -1.248 -0.278 6.805  -0.382
C: -1.247 -0.847 5.642  0.842
O: -2.251 -1.053 4.919  -0.638
O: -0.022 -0.832 5.302  -0.388
C: 0.277 -1.326 4.009  -0.168
H: -2.971 0.952 6.764  0.190
H: -2.255 0.490 8.375  0.252
H: -3.224 -0.596 7.439  0.310
H: 0.209 -2.403 3.853  0.285
H: 1.286 -0.953 3.833  0.170
H: -0.378 -0.914 3.240  0.100
C: 3.373 5.017 1.105  -0.338
O: 2.616 5.968 1.835  -0.362
C: 1.320 6.084 1.579  0.718
O: 0.672 5.338 0.785  -0.508
O: 0.813 6.890 2.576  -0.341
C: -0.583 6.989 2.717  -0.447
H: 4.431 4.931 1.350  0.319
H: 3.377 5.297 0.052  0.345
H: 2.992 3.996 1.144  -0.041
H: -1.080 6.050 2.963  0.103
H: -1.021 7.282 1.763  0.313
H: -1.043 7.614 3.482  0.295
C: 6.185 0.436 -0.876  -0.397
O: 5.966 0.528 0.498  -0.325
C: 5.205 1.467 1.035  0.904
O: 4.703 2.442 0.384  -0.566
O: 5.170 1.283 2.355  -0.382
C: 4.469 2.131 3.260  -0.639
H: 5.249 0.365 -1.429  0.034
H: 6.736 -0.462 -1.155  0.129
H: 6.711 1.325 -1.225  0.418
H: 3.393 2.176 3.096  0.240
H: 4.892 3.118 3.451  0.330
H: 4.569 1.631 4.223  0.293
C: -4.744 -4.437 -0.758  -0.394
O: -4.798 -5.573 -1.577  -0.317
C: -5.473 -5.531 -2.749  0.821
O: -6.085 -4.567 -3.130  -0.562
O: -5.328 -6.650 -3.474  -0.338
C: -5.950 -6.728 -4.704  -0.686
H: -4.472 -4.709 0.262  0.231
H: -5.678 -3.935 -0.509  0.361
H: -4.021 -3.712 -1.130  0.038
H: -5.620 -5.937 -5.378  0.288
H: -7.031 -6.705 -4.846  0.302
H: -5.722 -7.679 -5.185  0.281
C: -1.991 1.914 3.071  -0.480
O: -2.855 2.338 4.178  -0.291
C: -2.561 3.468 4.764  0.821
O: -1.785 4.315 4.378  -0.662
O: -3.180 3.478 5.872  -0.341
C: -3.130 4.605 6.758  -0.726
H: -1.742 2.614 2.273  0.302
H: -2.190 0.974 2.556  0.170
H: -1.047 1.680 3.562  0.203
H: -3.350 4.314 7.785  0.244
H: -3.924 5.284 6.448  0.291
H: -2.169 5.114 6.684  0.343
C: -1.247 3.268 -1.184  -0.137
O: -2.539 2.888 -1.587  -0.120
C: -3.122 3.455 -2.685  0.693
O: -2.589 4.292 -3.417  -0.621
O: -4.226 2.827 -2.871  -0.270
C: -5.305 3.308 -3.666  -0.728
H: -0.536 2.839 -1.890  -0.083
H: -1.040 2.839 -0.203  -0.226
H: -1.016 4.332 -1.142  0.558
H: -5.155 2.787 -4.611  0.299
H: -5.286 4.384 -3.843  0.334
H: -6.283 3.109 -3.229  0.252
C: 2.030 1.795 -0.769  -1.081
O: 1.568 0.513 -0.775  1.044
C: 0.462 0.218 -0.070  -0.755
O: 0.082 0.892 0.866  -0.467
O: -0.120 -0.890 -0.609  0.476
C: -1.546 -1.151 -0.387  0.100
H: 3.045 1.894 -1.152  0.321
H: 1.953 2.379 0.148  0.311
H: 1.547 2.417 -1.522  0.246
H: -1.763 -1.280 0.673  -0.044
H: -1.857 -1.996 -1.002  -0.525
H: -2.165 -0.289 -0.635  0.339
C: -2.435 -3.592 -3.691  -0.416
O: -1.546 -2.577 -4.102  -0.373
C: -1.577 -1.273 -3.779  1.026
O: -2.500 -0.732 -3.092  -0.639
O: -0.536 -0.708 -4.369  -0.314
C: -0.275 0.634 -4.010  -0.460
H: -2.178 -4.537 -4.170  0.308
H: -3.441 -3.323 -4.014  0.374
H: -2.412 -3.610 -2.602  -0.126
H: -1.166 1.253 -4.113  0.374
H: 0.517 1.031 -4.645  0.333
H: 0.093 0.685 -2.985  -0.109
C: 2.523 -1.196 -3.413  0.764
O: 2.750 -0.483 -4.624  -0.197
C: 4.009 -0.392 -5.110  0.695
O: 5.038 -0.973 -4.677  -0.621
O: 3.967 0.482 -6.063  -0.347
C: 5.151 0.912 -6.682  -0.697
H: 3.226 -0.876 -2.644  -0.499
H: 2.511 -2.280 -3.528  0.473
H: 1.519 -0.898 -3.113  -0.543
H: 5.795 0.095 -7.007  0.309
H: 5.821 1.441 -6.005  0.295
H: 4.928 1.533 -7.550  0.250
C: 5.637 -2.999 -2.229  -0.508
O: 5.363 -2.484 -0.932  -0.321
C: 4.125 -2.723 -0.387  0.790
O: 3.167 -3.214 -1.031  -0.577
O: 4.130 -2.212 0.805  -0.355
C: 2.897 -2.062 1.478  -0.206
H: 4.950 -2.420 -2.847  0.177
H: 5.446 -4.070 -2.287  0.343
H: 6.653 -2.800 -2.571  0.220
H: 2.002 -2.211 0.874  -0.091
H: 2.964 -1.117 2.018  0.216
H: 2.892 -2.884 2.194  0.446
C: -2.954 -3.523 3.097  -0.824
O: -1.677 -3.452 2.591  -0.064
C: -1.401 -4.067 1.474  0.842
O: -2.103 -4.447 0.515  -0.582
O: -0.040 -4.063 1.468  -0.298
C: 0.630 -4.514 0.295  -0.593
H: -3.587 -3.059 2.341  0.317
H: -3.229 -3.091 4.060  0.145
H: -3.199 -4.585 3.102  0.361
H: 0.477 -5.500 -0.144  0.436
H: 1.680 -4.374 0.552  0.239
H: 0.527 -3.828 -0.546  0.110

Best to worst by energy: one), three), two).